Record 1
Entry from OMol25: 5 unconnected molecules or ions with the total composition C30H26F32NO6S (ωB97M-V with the def2-TZVPD basis set).

```
! wB97M-V def2-TZVPD RIJCOSX def2/J DEFGRID3
* xyz 1 1
S 3.669 0.509 -0.133
F -4.180 -2.629 0.563
F 11.011 3.044 -2.573
F 7.798 1.264 2.580
F 6.751 3.469 1.371
F -5.905 -0.556 0.070
F -3.525 0.004 -5.631
F -7.092 1.603 -2.998
F -6.488 3.626 -4.797
F -7.226 -0.734 2.483
F -0.284 -3.428 6.957
F -10.346 -1.680 1.143
F -8.626 -2.965 1.332
F 9.142 1.207 -1.727
F 2.244 -3.459 5.934
F 2.064 -1.032 4.648
F 9.315 2.633 1.841
F 11.124 0.364 -1.867
F 10.341 3.545 -0.565
F -5.040 2.258 -2.895
F 7.737 2.993 -0.498
F 0.575 -2.434 2.629
F -9.008 -1.380 3.552
F -0.227 -2.331 5.087
F -1.207 1.293 -4.920
F 2.328 -2.323 1.362
F -6.062 -2.951 1.589
F 1.279 -5.402 5.953
F 1.811 0.054 2.785
F -5.490 -1.783 -1.677
F -5.037 2.329 -5.769
F -2.920 2.372 -4.176
F -2.309 -1.095 -4.217
O -5.559 0.291 -3.856
O 4.929 -0.120 -0.408
O 2.476 -3.452 3.237
O 10.332 0.790 0.134
O -8.548 -1.151 0.001
O 3.758 1.660 0.725
N -2.017 0.300 0.140
C -6.156 2.336 -5.018
C 0.823 4.156 -0.590
C -1.013 -0.555 -0.343
C 1.636 -4.424 3.870
C 9.073 0.551 0.760
C -5.928 1.620 -3.683
C 11.018 2.629 -1.285
C 1.918 -2.330 2.665
C 1.657 1.955 -1.155
C 0.436 1.355 -0.758
C 2.393 -1.040 3.350
C -2.248 1.215 -4.052
C -5.517 -2.878 0.370
C 7.276 2.448 0.646
C -8.574 -0.823 2.403
C -9.001 -1.678 1.208
C -6.140 -1.774 -0.480
C -0.106 -3.564 5.625
C -0.373 3.622 -0.174
C 2.820 1.062 -1.657
C -3.100 0.013 -4.353
C 8.377 1.747 1.442
C 0.214 -0.100 -0.818
C -0.633 2.228 -0.246
C 10.369 1.247 -1.176
C -1.865 1.623 0.183
C 1.884 3.320 -1.083
C -7.644 -1.906 -0.796
C 1.266 -4.184 5.349
C -4.283 -0.157 -3.407
H 2.852 3.729 -1.383
H -1.242 -1.622 -0.317
H 8.395 0.000 0.107
H 1.028 5.229 -0.541
H 2.242 -5.330 3.865
H -1.111 4.326 0.225
H -5.611 -3.850 -0.119
H -2.648 2.289 0.561
H 6.465 1.758 0.404
H 3.478 -0.931 3.273
H -1.829 1.160 -3.040
H 0.984 -0.774 -1.189
H -7.955 -2.947 -0.887
H 9.313 -0.142 1.566
H -4.413 -1.227 -3.294
H -6.955 1.853 -5.583
H 0.765 -4.665 3.261
H -0.908 -4.200 5.239
H 2.782 -0.374 0.435
H 3.475 1.681 -2.286
H -2.888 -0.104 0.484
H -7.767 -1.487 -1.796
H 2.372 0.209 -2.185
H -4.055 0.209 -2.405
H -8.981 0.187 2.321
H 12.049 2.602 -0.926
*
```

LUMO level = -4.957 eV
HOMO energy = -12.91 eV
E = -143093.9967 eV
orbital gap = 7.956 eV

These are the Mulliken partial charges, in e, on atoms 1 to 8:
1. S 1.40
2. F -0.23
3. F -0.26
4. F -0.32
5. F -0.28
6. F -0.31
7. F -0.29
8. F -0.29


Record 2
Entry from OMol25: a single C30H26N2O6S molecule (ωB97M-V with the def2-TZVPD basis set).

```
! wB97M-V def2-TZVPD RIJCOSX def2/J DEFGRID3
* xyz 0 1
S 1.460 -0.948 0.305
O -1.801 0.592 -1.058
O -0.184 -4.039 -1.281
O 5.074 0.527 -1.325
O 2.964 -2.610 -4.354
O -0.124 2.172 -1.075
O 3.341 0.551 0.119
N 1.807 -2.933 -1.314
N 0.779 -3.111 -3.984
C 0.224 -2.022 -4.774
C -3.749 3.701 5.291
C 2.373 -3.796 -2.332
C -3.138 2.822 4.416
C 2.406 -1.771 -0.909
C -2.896 0.558 3.420
C -5.176 1.940 6.067
C -1.077 -2.126 0.673
C -0.905 0.295 -2.049
C 0.521 -3.136 -0.864
C -1.514 0.580 3.233
C -0.901 -0.285 2.351
C 1.142 0.125 -3.856
C -4.768 3.263 6.120
C -4.572 1.061 5.188
C 3.570 -1.249 -1.358
C 0.116 1.248 -2.052
C -3.038 -1.246 1.829
C -1.653 -1.213 1.621
C 3.967 0.014 -0.783
C -3.647 -0.376 2.704
C -3.543 1.490 4.352
C 1.154 1.181 -2.949
C 5.499 1.797 -0.832
C 0.124 -0.816 -3.871
C 4.677 2.933 -1.426
C 2.097 -3.124 -3.685
C 0.155 -2.121 0.119
C -0.923 -0.745 -2.944
C -1.313 1.764 -0.437
H -3.430 4.732 5.325
H -1.113 1.556 0.626
H -1.729 -2.922 0.326
H 0.172 -0.258 2.243
H 1.865 -4.762 -2.260
H 5.414 1.802 0.260
H -0.912 1.274 3.802
H 5.078 3.886 -1.091
H -2.068 2.563 -0.519
H -4.720 -0.402 2.828
H 1.954 0.030 -4.560
H 6.548 1.873 -1.126
H 1.943 1.914 -2.945
H 3.444 -3.913 -2.169
H 3.643 2.853 -1.098
H -0.751 -2.328 -5.155
H -5.967 1.593 6.715
H 4.162 -1.682 -2.142
H -5.243 3.950 6.805
H 4.714 2.894 -2.512
H -1.714 -1.477 -2.929
H -4.882 0.027 5.163
H 0.906 -1.830 -5.604
H -3.635 -1.958 1.277
H -2.355 3.173 3.760
H 0.147 -3.534 -3.314
*
```

LUMO level = -0.642 eV
HOMO energy = -7.88 eV
relative energy (zero: lowest compared OMol25 entry of this formula, charge and spin) = 0.0 kcal/mol
E = -57633.5207 eV
orbital gap = 7.242 eV

These are the Mulliken partial charges, in e, on atoms 1 to 8:
1. S -0.03
2. O -0.48
3. O -0.71
4. O -0.40
5. O -0.61
6. O -0.53
7. O -0.71
8. N 0.08


Record 3
Entry from OMol25: a molecular structure, C30H27BF2LiN6OP2Se2 (ωB97M-V with the def2-TZVPD basis set).

```
! wB97M-V def2-TZVPD RIJCOSX def2/J DEFGRID3
* xyz -1 1
Se -2.124 2.314 1.186
Se 1.894 -1.987 -3.718
P -1.495 0.305 0.482
P 0.506 -1.954 -2.008
F -0.850 6.111 -3.275
F -2.737 5.667 -2.083
O 0.582 5.588 2.582
N 1.875 4.792 0.861
N 3.974 5.304 1.545
N 1.198 1.869 -1.899
N 0.466 1.842 -0.780
N 3.666 4.426 -0.631
N 1.129 0.689 -2.508
C -0.797 -2.418 3.458
C 1.895 -4.839 0.527
C -2.811 -4.348 -2.043
C -5.212 -1.392 0.116
C 1.365 -2.816 -0.692
C 5.432 5.437 1.525
C -1.149 -1.890 2.258
C 0.024 -1.691 4.322
C 1.698 5.439 2.055
C -0.799 -0.534 1.923
C 0.385 -0.164 -1.734
C -3.133 -4.372 -3.414
C -1.726 -3.608 -1.622
C 0.059 0.129 2.773
C 3.201 -2.859 0.966
C -1.285 -2.940 -3.912
C 2.384 -2.189 0.061
C 3.178 4.832 0.548
C -4.715 -0.281 -1.954
C -2.982 -0.425 -0.203
C 1.100 -4.171 -0.388
C -3.912 -1.192 0.545
C 0.410 -0.407 4.007
C -0.917 -2.907 -2.542
C -0.154 0.584 -0.713
C -5.653 -0.895 -1.103
C -2.352 -3.723 -4.337
C 2.875 -4.195 1.224
C -3.413 -0.017 -1.521
C 3.087 5.766 2.644
B -1.380 5.513 -2.160
Li 0.284 3.553 0.302
H 2.612 -1.115 -0.145
H 5.780 5.479 2.580
H 3.293 5.262 3.598
H -1.492 -3.537 -0.543
H 0.482 1.090 2.444
H -4.045 -4.855 -3.727
H 3.449 -4.767 1.969
H -6.689 -0.959 -1.408
H -3.390 -4.947 -1.366
H 0.421 -2.165 5.220
H 2.988 4.290 -1.363
H 1.801 -5.901 0.619
H -0.722 -2.365 -4.643
H 1.148 0.051 4.658
H 0.374 -4.758 -0.974
H -5.849 -1.969 0.813
H 4.649 4.543 -0.881
H -2.740 0.551 -2.170
H 5.774 6.313 0.928
H -5.025 0.043 -2.934
H 4.087 -2.370 1.362
H 3.229 6.829 2.839
H -1.723 -2.479 1.567
H -2.511 -3.753 -5.397
H -3.624 -1.593 1.532
H 5.832 4.515 1.053
H -1.179 -3.379 3.702
*
```

LUMO level = 1.765 eV
HOMO energy = -1.86 eV
relative energy (zero: lowest compared OMol25 entry of this formula, charge and spin) = 54.4 kcal/mol
E = -198126.2919 eV
orbital gap = 3.629 eV

These are the Mulliken partial charges, in e, on atoms 1 to 8:
1. Se -0.43
2. Se -0.49
3. P -0.14
4. P -0.14
5. F -0.22
6. F -0.22
7. O -0.66
8. N -0.34


Record 4
Entry from OMol25: 2 unconnected molecules or ions with the total composition C30H27BF6O3S (ωB97M-V with the def2-TZVPD basis set).

```
! wB97M-V def2-TZVPD RIJCOSX def2/J DEFGRID3
* xyz 0 1
S 0.444 -1.681 2.463
F -1.250 3.325 3.081
F 1.755 3.453 -2.483
F 1.286 1.414 -3.174
F 0.878 3.871 3.194
F -0.462 4.925 1.799
F -0.318 2.910 -3.007
O 6.048 -0.983 4.308
O 7.346 0.372 2.943
O 2.071 2.692 6.279
C 2.949 0.231 3.088
C 2.568 4.047 6.286
C 8.294 -0.498 3.650
C 4.915 0.951 -1.704
C 5.254 -0.322 -1.238
C -0.177 3.699 2.315
C 2.532 1.838 5.316
C 0.823 0.716 -0.573
C 4.734 -0.814 -0.037
C 1.718 -1.953 0.238
C 1.924 0.568 5.268
C 3.917 1.194 3.413
C 0.161 2.671 1.275
C 0.189 3.011 -0.072
C 1.112 -4.342 3.051
C 3.761 1.343 0.380
C 2.956 -0.592 1.804
C 1.124 -3.201 2.120
C 1.652 -0.840 1.255
C 0.816 2.443 -2.405
C 0.917 0.433 0.793
C 2.131 -0.199 4.139
C 5.270 1.345 -3.113
C 4.266 1.824 -0.829
C 3.872 -0.003 0.704
C 7.447 -1.371 4.576
C 0.461 1.376 1.699
C 1.612 -3.223 0.801
C 0.591 2.034 -0.974
C 3.535 2.167 4.359
B 6.122 0.061 3.452
H 1.279 0.234 6.087
H 1.483 -5.247 2.555
H 3.656 4.073 6.467
H 7.570 -2.448 4.411
H 1.027 -0.046 -1.311
H 4.054 2.847 -1.128
H 5.818 -0.998 -1.879
H 1.830 -4.173 0.313
H 3.425 -1.537 2.121
H 5.675 0.478 -3.651
H 3.158 1.994 1.020
H 1.670 -1.212 4.107
H 8.866 -1.082 2.927
H 4.002 3.152 4.400
H 6.018 2.144 -3.142
H 0.376 1.145 2.756
H 4.390 1.693 -3.670
H -0.062 4.014 -0.415
H 0.093 -4.521 3.409
H 7.641 -1.187 5.640
H 1.746 -4.114 3.921
H 8.983 0.160 4.187
H 2.330 4.546 5.330
H 4.933 -1.839 0.275
H 4.941 1.237 2.884
H 2.063 -1.748 -0.780
H 2.024 4.527 7.102
*
```

LUMO level = -2.186 eV
HOMO energy = -4.87 eV
relative energy (zero: lowest compared OMol25 entry of this formula, charge and spin) = 183.4 kcal/mol
E = -65502.0857 eV
orbital gap = 2.682 eV

These are the Mulliken partial charges, in e, on atoms 1 to 8:
1. S -0.34
2. F -0.28
3. F -0.25
4. F -0.30
5. F -0.17
6. F -0.30
7. F -0.27
8. O -0.20


Record 5
Entry from OMol25: a molecular structure, C30H27Cl2N7PTl (ωB97M-V with the def2-TZVPD basis set).

```
! wB97M-V def2-TZVPD RIJCOSX def2/J DEFGRID3
* xyz -2 1
Tl -0.680 2.680 -0.257
Cl 0.028 3.625 2.977
Cl -3.876 -0.279 2.691
P 0.040 -0.360 0.604
N 2.020 2.060 -0.279
N -1.522 1.307 1.554
N 0.289 1.177 -2.246
N 1.569 -2.853 0.390
N -2.326 0.972 -1.472
N 0.881 -2.145 2.640
N -0.786 -3.039 1.066
C -3.079 0.987 4.915
C 4.353 1.902 -3.152
C -2.774 -0.699 -3.151
C -4.481 -0.029 -1.586
C -1.902 0.215 -2.515
C 3.880 1.980 -1.819
C 1.566 1.454 -2.588
C -2.311 -1.536 -4.198
C -0.089 -0.613 -3.890
C 3.445 1.705 -4.155
C 2.498 1.845 -1.532
C -0.982 -1.498 -4.515
C 4.748 2.208 -0.725
C 2.846 2.286 0.706
C -0.499 0.318 -2.924
C -1.216 -1.739 0.516
C -4.098 -0.777 -2.658
C 0.682 -0.717 2.320
C 4.247 2.330 0.535
C -2.380 1.920 5.688
C 1.914 -2.742 1.804
C -3.539 0.847 -1.009
C 1.380 -1.493 -0.181
C -2.829 0.843 3.572
C -1.439 2.712 5.021
C -0.360 -2.898 2.455
C 0.316 -3.599 0.295
C -1.197 2.561 3.678
C 2.086 1.481 -3.888
C -1.809 1.559 2.781
H 2.346 -0.975 -0.135
H -4.788 -1.472 -3.127
H -1.156 -2.408 3.020
H 2.393 2.451 1.681
H 2.118 -3.750 2.185
H -5.474 -0.111 -1.161
H -0.594 -2.177 -5.268
H 0.960 -0.675 -4.141
H -2.997 -2.214 -4.693
H -3.776 1.434 -0.127
H 0.018 -3.646 -0.755
H 5.413 2.011 -3.354
H 1.132 -1.605 -1.243
H 5.815 2.278 -0.912
H 3.781 1.700 -5.188
H 4.892 2.476 1.393
H 1.405 1.321 -4.712
H 0.001 -0.288 3.057
H 1.646 -0.207 2.426
H 2.824 -2.142 1.894
H -0.201 -3.904 2.862
H -3.848 0.369 5.367
H 0.500 -4.619 0.655
H -0.878 3.465 5.565
H -2.556 2.022 6.751
H -2.115 -1.406 1.034
H -1.469 -1.882 -0.540
*
```

LUMO level = 4.524 eV
HOMO energy = 0.08 eV
E = -81005.5930 eV
orbital gap = 4.446 eV

These are the Mulliken partial charges, in e, on atoms 1 to 8:
1. Tl 0.64
2. Cl -0.29
3. Cl -0.31
4. P 2.21
5. N 0.18
6. N -0.39
7. N 0.04
8. N 0.12


Record 6
Entry from OMol25: a molecular structure, C30H27ClIN5O2STa (ωB97M-V with the def2-TZVPD basis set).

```
! wB97M-V def2-TZVPD RIJCOSX def2/J DEFGRID3
* xyz 3 1
Ta -0.136 -1.382 0.516
I 3.624 -4.149 2.620
Cl 5.583 -4.304 -2.706
S 1.113 0.669 0.996
O -0.987 -0.392 -0.806
O 1.304 -2.486 0.873
N 1.120 -1.982 -1.631
N -0.650 -1.804 2.911
N -2.542 -0.500 1.325
N -0.282 1.735 -1.181
N 1.086 3.121 -0.046
C -0.538 4.883 -0.631
C 2.227 -2.654 -1.243
C 0.058 -2.665 5.041
C -1.995 -1.437 4.916
C 0.766 4.183 -0.995
C -1.794 2.042 -3.443
C 2.312 -2.950 0.147
C -2.531 2.177 -4.598
C -2.744 -0.611 2.756
C 3.051 -2.701 -3.501
C 0.215 -2.468 3.668
C 0.947 -1.714 -2.915
C 3.463 3.166 0.566
C -1.810 0.830 -2.724
C -1.044 -2.144 5.673
C 0.553 1.935 -0.193
C -4.064 -0.206 4.741
C -3.344 -0.083 -4.349
C 3.418 -3.676 0.591
C -3.859 -0.077 3.362
C -1.770 -1.296 3.512
C -3.299 1.113 -5.060
C -2.612 -0.230 -3.191
C 3.236 -3.056 -2.157
C 4.349 -3.796 -1.651
C -3.151 -0.882 5.504
C 4.410 -4.093 -0.304
C 1.898 -2.044 -3.881
C 2.028 3.452 1.002
C -1.003 0.698 -1.537
H 0.697 3.748 -1.994
H 1.917 4.515 1.221
H -3.865 1.217 -5.972
H -2.702 0.474 1.054
H 0.805 -3.219 5.586
H -2.507 3.105 -5.147
H -0.711 5.682 -1.345
H 5.251 -4.661 0.067
H -1.376 4.191 -0.670
H -3.282 -1.032 0.855
H -2.646 -1.160 -2.638
H 4.140 3.467 1.358
H 0.025 -1.221 -3.194
H -1.201 -2.266 6.735
H 1.791 2.887 1.908
H 3.723 3.728 -0.326
H -4.595 0.445 2.769
H -3.298 -1.003 6.566
H -3.953 -0.896 -4.712
H -1.196 2.860 -3.078
H -0.486 5.323 0.361
H 3.808 -2.964 -4.225
H 3.606 2.107 0.370
H 1.088 -2.873 3.178
H 1.723 -1.791 -4.915
H 1.588 4.898 -0.976
H -4.946 0.221 5.189
*
```

LUMO level = -10.680 eV
HOMO energy = -16.19 eV
relative energy (zero: lowest compared OMol25 entry of this formula, charge and spin) = 43.6 kcal/mol
E = -76081.9755 eV
orbital gap = 5.515 eV

These are the Mulliken partial charges, in e, on atoms 1 to 8:
1. Ta 1.53
2. I 0.23
3. Cl -0.16
4. S -0.41
5. O -0.09
6. O -0.31
7. N -0.27
8. N -0.10